[1]
48
Properties=species:S:1:pos:R:3:forces:R:3:nbo_charge:R:1 method="wB97M-V/def2-TZVPD" relative_energy_kcal_mol=37.6 total_charge=-1 fmax_ev_per_a=1.92 total_energy_ev=-136542.724 homo_ev="-3.07 / -3.03"
Ti 0.320691 -0.735727 -0.409922 -0.74 -1.26 0.80 1.34
N -0.914478 -0.605451 2.808763 0.28 0.27 0.04 -0.80
C -0.961287 -0.074851 1.540840 -1.31 0.05 0.65 0.21
S -2.364544 -0.337740 0.616966 0.38 -0.38 0.16 -0.20
N 0.107065 0.636511 1.153698 0.75 -0.07 0.53 -0.49
N 0.097556 1.091874 -0.163001 -0.28 0.91 -0.06 -0.50
C -0.979986 1.627387 -0.838985 -0.41 0.13 -1.77 0.05
C -1.668490 2.816653 -0.386839 0.13 0.19 0.13 0.03
C -1.093953 3.589907 0.636218 0.01 0.00 -0.09 -0.22
C -1.715924 4.731558 1.104890 -0.09 -0.01 0.00 -0.21
C -2.933572 5.137855 0.571241 0.02 0.05 0.03 -0.26
C -3.524413 4.371557 -0.425252 -0.05 0.09 0.03 -0.20
C -2.914660 3.220236 -0.890833 0.07 -0.07 0.07 -0.24
C -1.168804 0.942990 -2.077334 0.06 0.86 1.61 0.12
C -1.723263 1.431086 -3.271067 -0.36 -0.33 -0.97 -0.21
C -1.830639 0.599791 -4.362310 -0.10 0.85 0.46 -0.22
C -1.382503 -0.729698 -4.268742 0.33 -0.73 0.44 -0.31
C -0.814299 -1.154857 -3.094659 -0.26 -0.07 -1.00 0.05
N -0.684596 -0.352420 -2.022949 -0.08 0.41 -0.62 -0.59
H -1.496407 -1.419105 2.910223 -0.05 -0.06 -0.01 0.40
H 0.013901 -0.707542 3.193776 0.04 0.06 -0.02 0.38
H -0.140903 3.284032 1.046860 0.00 -0.04 0.01 0.22
H -1.251213 5.306935 1.896743 0.01 0.01 -0.01 0.20
H -3.422392 6.032305 0.937490 -0.01 -0.01 0.00 0.20
H -4.485689 4.672172 -0.826240 0.00 -0.05 -0.02 0.20
H -3.423872 2.603683 -1.618839 0.01 -0.01 0.00 0.21
H -2.037052 2.462965 -3.332205 0.02 0.01 0.03 0.22
H -2.240406 0.972387 -5.292406 0.00 0.02 0.00 0.20
H -1.459714 -1.410720 -5.104880 0.00 -0.01 0.02 0.21
H -0.440784 -2.166672 -2.979169 0.04 0.01 -0.03 0.20
C 3.628457 -3.866376 0.925279 -0.16 0.07 0.16 -1.12
Si 2.207517 -2.971368 1.799775 0.09 -0.34 0.02 1.46
C 2.904578 -1.295283 2.341636 -0.09 -0.15 -0.12 -1.14
C 1.781411 -3.941927 3.375631 0.04 0.07 -0.21 -1.12
Se 0.344259 -3.070609 0.480157 0.37 -0.62 0.61 -0.67
H 4.479091 -3.973236 1.606092 0.01 0.00 -0.02 0.22
H 3.958325 -3.295059 0.055515 -0.02 0.02 0.00 0.24
H 3.325532 -4.858194 0.585159 -0.02 0.01 0.02 0.23
H 3.372591 -1.390650 3.327048 -0.06 -0.08 -0.02 0.23
H 2.164011 -0.500727 2.385234 -0.12 0.10 0.03 0.25
H 3.668651 -0.964377 1.638638 -0.01 -0.01 -0.05 0.25
H 2.684293 -4.215599 3.929755 0.01 0.04 -0.01 0.22
H 1.242610 -4.854947 3.116199 0.02 -0.01 0.01 0.24
H 1.140208 -3.358058 4.040254 -0.01 0.02 -0.03 0.23
F 3.033477 -0.380342 -0.653836 -0.05 -0.16 0.04 -0.38
C 2.052087 -0.948845 -1.503911 1.53 0.51 -1.04 0.14
F 2.036118 -0.083143 -2.615429 0.21 -0.25 0.12 -0.38
H 2.511416 -1.868362 -1.885269 -0.15 -0.06 0.10 0.11


[2]
38
Properties=species:S:1:pos:R:3:forces:R:3:nbo_charge:R:1 method="wB97M-V/def2-TZVPD" relative_energy_kcal_mol=287.1 fmax_ev_per_a=18.75 total_energy_ev=-26873.930 homo_ev=-8.67
O -0.379870 -2.766229 -0.634620 0.63 -3.69 -4.37 -0.61
C -0.092732 -2.108094 0.281216 -1.99 5.41 3.78 0.72
N 1.105552 -1.492811 0.588898 -6.90 -4.81 -1.50 -0.44
C 1.234768 -0.685471 1.678240 -1.64 -1.86 5.87 -0.17
H 0.358362 -0.145008 1.626327 -1.55 1.94 0.67 0.22
C 2.382038 0.088980 1.463614 0.35 6.13 3.57 -0.23
N 2.278233 0.458777 0.195306 2.21 5.80 -10.46 -0.46
C 2.555530 -0.512454 -1.005056 -3.05 -1.24 4.85 -0.22
C 2.036745 -1.809053 -0.332178 6.37 0.42 0.19 -0.22
H 1.824645 -2.594282 -1.012019 -0.52 -0.66 -0.20 0.25
H 2.824028 -2.085805 0.386135 1.06 -0.89 -1.10 0.17
H 3.528390 -0.560346 -1.258830 3.44 -0.24 -0.44 0.20
H 2.022723 -0.507139 -1.903173 -1.60 1.76 -1.22 0.20
C 3.107147 1.876945 -0.281936 -1.02 -6.72 -4.10 -0.22
H 2.818754 2.015029 -1.483633 0.85 -0.41 3.26 0.21
C 4.550975 1.719075 -0.053433 3.91 2.78 -3.60 -0.09
O 5.307323 0.849042 -1.134591 -2.37 2.73 0.65 -0.74
H 5.054758 1.367660 -1.959306 0.68 -1.18 1.31 0.46
H 5.101409 2.891111 -0.227384 -1.57 -3.31 0.88 0.17
H 4.873715 1.319380 0.878530 0.04 -0.25 0.70 0.20
H 2.659884 2.587452 0.228503 -1.91 3.62 2.62 0.20
H 3.226029 -0.306729 1.805741 4.02 -2.30 1.26 0.16
H 2.421610 1.176966 2.105236 -0.61 -2.77 -1.19 0.18
H 1.233221 -1.141170 2.828268 0.12 0.24 -2.77 0.17
C -1.432479 -1.618862 0.965423 7.14 -13.91 10.35 -0.39
C -2.065479 -0.583241 0.623542 -2.76 1.13 -7.44 -0.06
C -2.409787 0.340892 1.314640 -2.43 15.51 8.55 -0.29
C -3.072200 1.789651 0.645249 2.15 -9.69 1.55 0.72
O -3.477683 2.648065 1.303437 -0.84 3.70 0.90 -0.53
N -3.399654 1.341035 -0.585255 -3.82 6.33 -4.66 -0.66
C -3.147204 0.364078 -1.443329 1.54 -7.39 -2.43 0.80
O -3.483579 0.104813 -2.681299 1.28 2.44 5.89 -0.62
N -2.483939 -0.692994 -0.654646 -0.90 -1.86 -7.06 -0.62
H -2.246673 -1.693856 -1.203055 -0.79 3.91 1.82 0.46
H -3.949458 2.057783 -1.143879 0.55 -0.66 0.89 0.41
H -2.113475 0.848768 2.390060 -0.40 -2.68 -2.48 0.24
H -2.062879 -2.653000 0.990665 1.25 2.59 -0.29 0.27
H -1.140693 -1.595124 2.505625 -0.89 0.09 -4.25 0.15


[3]
36
Properties=species:S:1:pos:R:3:forces:R:3:nbo_charge:R:1 method="wB97M-V/def2-TZVPD" relative_energy_kcal_mol=0.0 fmax_ev_per_a=0.36 total_energy_ev=-306667.627 s_squared=2.04 spin_multiplicity=3 homo_ev="-7.54 / -7.59"
V -0.504297 0.788933 0.035674 0.16 -0.08 0.31 0.89
C 2.409609 3.233060 -1.225205 0.01 -0.01 -0.05 -0.64
C 1.498522 2.889362 -0.090189 -0.08 -0.01 0.07 0.07
C 1.859009 1.924335 0.853775 -0.01 0.00 0.02 -0.25
C 1.011664 1.605583 1.915556 0.18 -0.04 -0.01 -0.22
C -0.222266 2.236097 2.045760 -0.09 0.08 -0.01 -0.26
C -0.598585 3.186844 1.093583 -0.13 0.08 -0.03 -0.19
C 0.248481 3.503133 0.040532 0.12 -0.03 -0.16 -0.23
H 3.133222 3.986967 -0.907706 0.00 0.01 0.00 0.23
H 1.846888 3.628236 -2.068748 0.00 0.01 0.00 0.23
H 2.955535 2.354536 -1.564919 0.01 0.00 0.01 0.24
H 2.801513 1.401549 0.747749 -0.01 0.00 0.00 0.24
H 1.299865 0.836336 2.617529 0.02 0.03 0.03 0.25
H -0.892505 1.980249 2.855761 0.01 0.00 0.00 0.25
H -1.576314 3.644184 1.139316 0.02 0.01 0.06 0.26
H -0.086880 4.188869 -0.727242 0.01 0.04 0.05 0.25
Se 0.105078 0.526144 -2.300530 0.02 0.01 -0.16 -0.31
Se -1.624561 1.904376 -3.119217 0.12 0.02 0.02 0.01
Se -3.421294 0.775034 -2.210034 -0.09 -0.01 0.21 0.03
Se -2.954294 1.124484 0.077764 -0.20 -0.09 -0.22 -0.37
C 0.818263 -3.067723 -1.274357 -0.09 0.03 0.05 -1.11
Si -0.462048 -2.646646 0.039598 -0.05 -0.09 -0.04 1.65
C -0.395573 -4.021620 1.333911 -0.01 0.09 -0.07 -1.10
C -2.187180 -2.629357 -0.693038 0.10 -0.01 0.04 -1.12
C -0.020657 -1.017764 0.851775 0.02 0.00 -0.09 -1.37
H 0.625685 -4.072407 -1.657341 0.01 -0.02 -0.03 0.24
H 1.830357 -3.061517 -0.863060 0.00 -0.01 0.04 0.23
H 0.794236 -2.380387 -2.120980 -0.04 0.02 0.01 0.24
H -0.577826 -4.989310 0.861227 -0.01 -0.03 0.00 0.23
H -1.153612 -3.885395 2.107801 -0.03 0.03 0.00 0.23
H 0.576113 -4.072748 1.829363 0.04 0.02 -0.02 0.23
H -2.451104 -3.634474 -1.029738 -0.04 -0.02 -0.02 0.23
H -2.269758 -1.950324 -1.542945 0.05 0.00 -0.01 0.25
H -2.927608 -2.311529 0.044840 0.02 -0.02 0.03 0.24
H 1.054372 -1.032292 1.080839 -0.01 -0.01 0.01 0.22
H -0.542040 -0.944831 1.822893 -0.05 0.00 -0.02 0.24


[4]
23
Properties=species:S:1:pos:R:3:forces:R:3:nbo_charge:R:1 method="wB97M-V/def2-TZVPD" relative_energy_kcal_mol=115.0 total_charge=+1 fmax_ev_per_a=4.31 total_energy_ev=-18243.178 homo_ev="-13.23 / -12.92"
C 1.830475 0.429994 1.734727 -1.81 -1.29 1.62 -0.45
C -1.558379 1.259533 0.951012 2.53 -0.81 0.33 -0.69
C -0.426427 0.932446 -2.158160 0.77 -0.68 -2.46 -0.45
C 0.764206 -2.308878 -0.280682 -3.14 -0.49 -0.82 -1.00
C -0.551860 0.326680 0.305585 1.34 -1.76 1.05 -0.09
N 0.196932 0.854719 -0.808372 1.81 3.34 -2.02 -0.58
O -0.830465 -1.693513 2.002940 0.76 -0.46 0.67 -1.06
P -0.622164 -1.503561 0.559523 1.16 2.13 2.18 1.70
H 1.835638 -0.694958 1.733486 0.20 1.58 0.33 0.20
H 2.123072 0.958181 0.886580 0.82 0.71 -1.16 0.13
H 1.581981 1.039210 2.644867 0.31 -1.06 -1.00 0.22
H -2.145559 0.618888 1.641940 0.67 0.99 0.28 0.30
H -0.957990 2.192051 1.320931 -1.81 -1.55 -0.30 0.25
H -2.195385 1.405078 0.129833 -1.43 1.36 -0.98 0.22
H 0.090657 1.533265 -2.967517 0.16 -0.03 1.70 0.26
H -0.371652 -0.034276 -2.633729 -0.64 -0.61 0.27 0.23
H -1.394689 1.331183 -2.099250 -1.43 0.15 0.24 0.23
H 1.425367 -1.660329 -0.736907 1.47 1.52 -0.85 0.23
H 1.257982 -2.856439 0.476437 0.45 -1.08 0.52 0.29
H 0.260700 -2.878062 -1.105599 0.82 -0.18 0.87 0.27
H 1.197906 0.611819 -1.025253 -1.09 -0.67 1.13 0.45
H 0.301173 1.867747 -0.641614 0.18 -0.15 0.60 0.43
H -1.811518 -1.730778 0.069221 -2.09 -0.98 -2.19 -0.09


[5]
50
Properties=species:S:1:pos:R:3:forces:R:3:mulliken_charge:R:1 method="wB97M-V/def2-TZVPD" relative_energy_kcal_mol=0.0 total_charge=+2 fmax_ev_per_a=0.57 total_energy_ev=-94795.774 homo_ev=-14.71
Ti 0.301674 0.377922 0.145668 -0.04 -0.18 0.17 -0.19
C -1.691704 0.815103 3.164426 -0.03 -0.05 -0.03 -0.70
C -1.731194 2.318155 2.913629 0.02 0.01 -0.01 -0.85
S -0.799897 2.836095 1.443366 -0.05 -0.05 -0.05 0.07
C -2.106489 3.480838 0.351920 0.03 0.00 0.00 -0.75
C -2.016070 2.947006 -1.071058 0.03 -0.04 0.03 -0.85
S -1.720484 1.171862 -1.298220 -0.04 -0.07 -0.04 0.13
C -3.177627 0.331388 -0.616340 0.04 0.00 0.00 -0.91
C -3.314828 0.357543 0.894842 0.04 -0.01 0.02 -0.61
S -1.792326 -0.225519 1.692628 -0.02 0.02 0.05 0.01
H -2.493183 0.525927 3.844819 0.00 -0.01 0.00 0.57
H -0.748611 0.516504 3.615856 -0.01 0.00 0.03 0.34
H -1.303127 2.833414 3.772205 0.00 0.01 0.00 0.50
H -2.749156 2.686055 2.801974 0.00 0.01 0.00 0.45
H -2.016609 4.566534 0.316010 0.00 0.00 0.01 0.57
H -3.072719 3.258707 0.796317 0.00 -0.01 0.00 0.40
H -1.190979 3.412794 -1.612369 -0.01 0.00 -0.01 0.36
H -2.921176 3.194804 -1.627425 0.00 -0.01 -0.01 0.60
H -3.068738 -0.691938 -0.980130 -0.02 0.00 0.00 0.43
H -4.061354 0.752541 -1.096980 0.01 0.01 -0.02 0.55
H -4.125028 -0.308937 1.191586 0.00 0.00 0.01 0.55
H -3.553888 1.350945 1.259791 0.00 0.00 0.01 0.20
C 1.874893 -0.692747 -3.798709 0.00 0.04 0.01 -1.92
C 1.352968 -0.916274 -2.419894 0.01 -0.05 0.02 1.03
O 0.927848 0.093033 -1.800198 -0.02 0.04 -0.04 0.06
C 1.333102 -2.232486 -1.835436 -0.07 0.05 0.14 0.59
C 1.911443 -3.334320 -2.489023 0.01 0.04 -0.03 -0.81
C 1.870649 -4.586663 -1.923448 0.00 -0.04 0.01 -0.95
C 1.233905 -4.769560 -0.695075 0.02 0.00 -0.03 -0.50
C 0.641975 -3.709035 -0.034948 -0.03 0.07 0.04 -0.72
C 0.695899 -2.441052 -0.597110 0.14 -0.18 -0.12 0.52
O 0.100585 -1.428496 0.059326 -0.07 0.57 0.03 0.26
H 1.707724 0.338773 -4.094088 0.00 -0.01 -0.01 0.35
H 1.396338 -1.365279 -4.510086 -0.01 0.00 0.00 0.46
H 2.946560 -0.903920 -3.820871 0.00 0.00 0.00 0.45
H 2.403599 -3.196088 -3.441577 0.00 0.00 0.00 0.48
H 2.326601 -5.426199 -2.428259 0.00 0.00 0.00 0.44
H 1.200523 -5.755862 -0.251560 0.00 0.00 0.00 0.47
H 0.143475 -3.841992 0.915445 0.00 0.00 0.00 0.51
Cl 3.094176 -2.174162 2.738256 -0.02 0.02 0.01 -0.12
C 3.199331 -0.398628 2.692574 -0.03 0.00 0.00 -0.53
C 2.174535 0.050540 1.699483 0.03 -0.05 -0.03 0.87
O 2.340830 -0.055175 0.457165 0.11 0.01 -0.04 -0.38
O 1.035359 0.509528 2.061370 -0.04 -0.02 -0.12 -0.42
H 4.197788 -0.114532 2.370907 -0.01 -0.02 -0.03 0.33
H 2.978485 -0.004077 3.679230 0.00 0.00 0.00 0.34
N 1.398789 2.254894 -0.515356 -0.02 -0.12 0.10 -0.56
H 2.342587 1.931203 -0.716729 -0.01 -0.02 -0.03 0.32
H 1.471014 2.997466 0.175347 0.04 0.03 -0.03 0.28
H 1.052530 2.663362 -1.379250 0.00 0.01 0.00 0.22


[6]
20
Properties=species:S:1:pos:R:3:forces:R:3:nbo_charge:R:1 method="wB97M-V/def2-TZVPD" relative_energy_kcal_mol=136.5 fmax_ev_per_a=4.51 total_energy_ev=-7916.914 homo_ev=-6.68
C -2.593198 0.241856 -1.061169 -0.06 0.19 0.58 -0.60
C -1.725469 0.932649 0.006371 0.52 1.06 0.62 -0.48
C -1.109911 -0.078386 0.931910 0.23 -0.10 -0.58 -0.11
C -0.193793 -1.125851 0.507524 1.29 0.38 1.43 -0.30
N 0.979186 -0.951157 -0.176307 -0.03 -0.93 1.89 -0.48
C 1.614863 0.348855 0.153271 -1.47 -1.14 -4.11 -0.29
C 3.108327 0.281458 -0.075377 -0.39 -0.50 -0.09 -0.62
H -1.974363 -0.454071 -1.616790 -0.02 -0.33 0.00 0.21
H -3.060741 0.883472 -1.806384 0.07 0.36 0.25 0.22
H -3.373306 -0.258248 -0.485468 -0.11 -0.35 -0.49 0.21
H -1.040302 1.662955 -0.449478 0.43 -0.53 -0.10 0.22
H -2.271403 1.579234 0.700231 -0.64 -0.06 -0.44 0.21
H -1.524024 -0.136977 1.935081 -0.15 -0.22 -0.11 0.21
H -1.244491 -1.476954 0.128502 0.14 -0.26 -0.19 0.33
H 0.026549 -1.860942 1.303348 -0.73 -0.54 -0.24 0.23
H 1.275109 0.860790 1.061383 -0.28 -0.07 -0.07 0.18
H 1.108656 0.640383 -0.812428 0.71 2.51 0.86 0.23
H 3.366613 -0.161628 -1.037805 -0.44 0.03 -0.16 0.22
H 3.497257 1.298188 -0.106608 0.47 -0.16 0.62 0.21
H 3.517934 -0.439441 0.638882 0.47 0.67 0.31 0.21